[1]
This record from the Open Molecules 2025 dataset describes a structure of composition C28H77FeN9O13. The level of theory is ωB97M-V with the def2-TZVPD basis set.

The expectation value of S² is 6.01. As for the maximum force: 2.8 eV/Å. The spin multiplicity is 5. For the highest occupied orbital energy (spin up / spin down), the calculation gives -7.62 / -7.62 eV. The calculation puts the electronic energy at -3847.30272 Eh.

The geometry in XYZ format:
```
128
Properties=species:S:1:pos:R:3:mulliken_charge:R:1
Fe -14.056 11.143 14.199 0.515
N -14.398 13.954 15.529 0.429
O -14.770 12.732 15.342 -0.259
O -15.258 14.820 15.630 -0.725
O -13.211 14.226 15.566 -0.207
N -11.714 12.659 12.495 0.520
O -11.076 13.676 12.692 -0.430
O -12.708 12.370 13.318 -0.396
O -11.508 11.876 11.541 -0.676
C -10.028 15.989 17.586 -1.508
C -9.205 15.092 16.672 0.606
C -8.343 14.108 17.391 -0.977
O -9.087 13.225 18.189 -0.130
C -8.215 12.378 18.940 -0.911
N -10.037 14.557 15.561 -0.316
H -9.380 16.615 18.212 0.475
H -10.744 15.435 18.197 0.213
H -10.566 16.757 17.023 0.365
H -8.506 15.786 16.175 0.159
H -7.766 14.706 18.122 0.485
H -7.604 13.589 16.771 0.414
H -7.510 12.982 19.524 0.359
H -7.721 11.689 18.247 0.360
H -8.819 11.830 19.664 0.206
H -11.023 14.554 15.850 0.033
H -9.798 13.586 15.388 0.206
C -11.751 8.777 16.816 -1.754
C -12.736 9.889 17.003 0.888
C -12.660 10.632 18.317 -0.692
O -13.472 11.781 18.175 -0.175
C -13.449 12.711 19.250 -0.819
N -12.714 10.831 15.810 0.134
H -11.881 8.064 17.631 0.392
H -10.729 9.178 16.887 0.428
H -11.753 8.290 15.845 0.425
H -13.730 9.426 16.939 -0.254
H -11.653 10.955 18.628 0.198
H -13.019 10.009 19.154 0.393
H -13.736 12.212 20.190 0.342
H -14.239 13.412 18.994 0.241
H -12.472 13.163 19.398 0.238
H -13.052 11.717 16.244 0.048
H -11.719 11.081 15.724 0.222
C -16.005 18.811 16.783 -1.552
C -15.406 18.728 15.351 0.264
C -14.964 20.111 14.938 -0.621
O -16.120 20.872 14.651 -0.350
C -15.783 22.194 14.263 -0.741
N -14.316 17.789 15.321 0.117
H -16.637 17.947 16.985 0.286
H -16.629 19.712 16.865 0.385
H -15.253 18.883 17.573 0.380
H -16.268 18.438 14.746 0.247
H -14.296 20.112 14.063 0.405
H -14.402 20.586 15.763 0.351
H -15.259 22.703 15.080 0.297
H -16.730 22.709 14.116 0.250
H -15.198 22.159 13.342 0.289
H -14.623 16.823 15.416 -0.067
H -13.605 17.939 16.023 0.180
C -20.237 14.794 12.757 -1.096
C -20.543 14.460 14.197 0.639
C -19.928 13.168 14.704 -0.901
O -20.185 12.129 13.830 0.058
C -21.403 11.486 14.227 -1.029
N -20.301 15.626 15.061 -0.719
H -20.885 15.598 12.410 0.376
H -20.342 13.931 12.101 0.279
H -19.198 15.141 12.668 0.147
H -21.642 14.376 14.177 0.028
H -20.336 13.084 15.724 0.317
H -18.850 13.284 14.863 0.441
H -21.290 11.037 15.224 0.389
H -21.591 10.634 13.571 0.286
H -22.231 12.195 14.201 0.245
H -19.466 16.078 14.665 0.257
H -19.819 15.311 15.912 0.315
C -15.478 13.919 11.834 -1.571
C -16.149 12.593 12.128 0.922
C -16.998 12.190 10.920 -0.956
O -17.417 10.856 11.007 -0.450
C -18.561 10.532 11.785 -0.480
N -15.151 11.513 12.313 0.041
H -14.870 13.820 10.931 0.369
H -14.811 14.212 12.646 0.037
H -16.241 14.684 11.708 0.573
H -16.788 12.696 13.008 -0.279
H -16.293 12.176 10.079 0.405
H -17.811 12.882 10.676 0.429
H -19.417 11.165 11.517 0.343
H -18.404 10.518 12.859 0.089
H -18.869 9.538 11.448 0.285
H -14.375 11.652 11.650 0.354
H -15.561 10.687 11.850 0.296
C -14.645 7.698 14.900 -1.538
C -15.835 8.558 14.525 0.665
C -17.148 7.961 14.957 -1.034
O -18.210 8.756 14.514 -0.086
C -19.474 8.244 14.897 -0.616
N -15.721 9.985 15.054 0.292
H -13.766 8.344 14.951 0.095
H -14.442 6.951 14.141 0.479
H -14.759 7.310 15.916 0.334
H -15.796 8.703 13.438 0.192
H -17.113 7.957 16.064 0.396
H -17.174 6.918 14.613 0.426
H -19.622 8.116 15.974 0.352
H -19.707 7.281 14.420 0.340
H -20.207 8.948 14.499 -0.039
H -16.692 10.294 14.873 -0.161
H -15.816 9.915 16.079 0.328
C -13.887 17.465 11.854 -0.644
C -12.488 16.839 11.978 0.885
C -11.485 17.765 11.405 -0.987
O -10.187 17.212 11.497 -0.214
C -9.221 18.163 11.176 -0.819
N -12.135 16.489 13.378 -0.275
H -14.618 16.687 12.115 -0.076
H -14.159 17.759 10.834 0.543
H -14.063 18.284 12.551 -0.192
H -12.565 15.866 11.483 0.139
H -11.495 18.735 11.931 0.324
H -11.745 17.971 10.353 0.341
H -8.252 17.677 11.038 0.227
H -9.079 18.851 12.024 0.329
H -9.445 18.709 10.253 0.300
H -12.893 15.853 13.650 -0.282
H -12.440 17.302 13.929 0.349
```

[2]
This record from the Open Molecules 2025 dataset describes a structure of composition C34H48CaNOP2. The level of theory is ωB97M-V with the def2-TZVPD basis set.

As for the total charge: +1. As for the maximum force: 0.1 eV/Å. For the highest occupied orbital energy, the calculation gives -9.37 eV. The calculation puts the electronic energy at -2814.61099 Eh.

The geometry in XYZ format:
```
87
Properties=species:S:1:pos:R:3:mulliken_charge:R:1
Ca -1.239 0.911 0.822 1.562
C -1.231 1.953 -3.819 -1.504
C -0.240 1.110 -3.015 1.184
C 0.850 0.506 -3.897 -1.576
P -1.134 -0.055 -1.880 0.124
C -2.205 -1.225 -2.836 1.229
C -3.610 -0.636 -3.000 -1.630
C -1.664 -1.720 -4.176 -1.837
C 0.200 -1.100 -1.185 1.851
C 0.358 -2.464 -1.448 -1.112
C 1.422 -3.174 -0.924 -1.039
C 2.346 -2.520 -0.113 -1.180
C 2.191 -1.181 0.188 0.260
C 1.116 -0.442 -0.335 -0.493
N 0.852 0.877 0.032 1.348
C 1.829 1.850 -0.051 -2.068
C 2.973 1.711 -0.857 -0.284
C 3.889 2.737 -0.987 -0.862
C 3.706 3.946 -0.326 -0.973
C 2.587 4.101 0.472 -0.195
C 1.650 3.079 0.629 1.031
P 0.201 3.264 1.710 -0.324
C -0.265 5.041 1.629 0.767
C -1.329 5.354 2.680 -1.597
C -0.759 5.366 0.220 -1.624
C 0.869 2.989 3.417 0.415
C 1.329 1.534 3.533 -1.444
C 1.983 3.947 3.822 -1.700
H -0.700 2.760 -4.326 0.452
H -1.997 2.404 -3.184 0.391
H -1.733 1.362 -4.586 0.268
H 0.253 1.766 -2.291 -0.240
H 0.437 -0.043 -4.740 0.324
H 1.504 -0.164 -3.337 0.255
H 1.468 1.312 -4.300 0.459
H -2.290 -2.085 -2.162 -0.213
H -3.596 0.257 -3.627 0.311
H -4.049 -0.364 -2.039 0.323
H -4.267 -1.364 -3.479 0.484
H -1.672 -0.923 -4.919 0.349
H -2.304 -2.521 -4.554 0.475
H -0.647 -2.105 -4.105 0.341
H -0.346 -2.980 -2.089 0.338
H 1.540 -4.225 -1.153 0.437
H 3.192 -3.064 0.290 0.437
H 2.903 -0.675 0.831 0.540
H 3.126 0.787 -1.400 0.406
H 4.754 2.596 -1.623 0.424
H 4.420 4.751 -0.433 0.468
H 2.444 5.043 0.988 0.328
H 0.620 5.645 1.840 0.285
H -2.213 4.725 2.543 0.318
H -1.649 6.393 2.590 0.461
H -0.962 5.208 3.696 0.327
H -1.662 4.794 -0.014 0.295
H -0.006 5.141 -0.536 0.338
H -1.013 6.424 0.143 0.452
H 0.011 3.134 4.082 0.709
H 2.119 1.319 2.810 0.225
H 0.509 0.829 3.363 0.195
H 1.724 1.344 4.533 0.542
H 2.859 3.816 3.185 0.334
H 2.287 3.748 4.852 0.507
H 1.672 4.991 3.769 0.346
C -1.323 -6.972 -0.204 -1.684
C -1.180 -5.643 0.475 0.662
C -2.119 -4.635 0.275 -0.930
C -2.017 -3.405 0.900 1.122
C -3.095 -2.389 0.648 -1.388
C -0.922 -3.179 1.767 0.580
C -0.707 -1.915 2.419 -0.428
O -1.332 -0.866 2.214 -0.853
C 0.033 -4.199 1.996 1.319
C 1.216 -4.017 2.912 -2.067
C -0.115 -5.407 1.340 -0.752
H -2.020 -6.923 -1.038 0.381
H -1.697 -7.715 0.504 0.342
H -0.360 -7.329 -0.570 0.395
H -2.960 -4.822 -0.383 0.372
H -3.911 -2.845 0.089 0.402
H -2.717 -1.552 0.054 -0.055
H -3.492 -1.981 1.577 0.458
H 0.104 -1.877 3.155 0.495
H 1.857 -3.199 2.581 0.392
H 1.816 -4.924 2.924 0.369
H 0.909 -3.814 3.939 0.466
H 0.617 -6.189 1.502 0.382
```

[3]
This record from the Open Molecules 2025 dataset describes a structure of composition C5H14N4. The level of theory is ωB97M-V with the def2-TZVPD basis set.

As for the total charge: +2. As for the maximum force: 8.5 eV/Å. For the highest occupied orbital energy (spin up / spin down), the calculation gives -17.80 / -17.80 eV. The calculation puts the electronic energy at -417.00298 Eh.

The geometry in XYZ format:
```
23
Properties=species:S:1:pos:R:3:mulliken_charge:R:1
C -0.718 -0.295 -0.523 -0.090
C -2.182 2.667 -1.942 -0.619
C 0.523 -2.814 0.509 -0.975
C 0.220 0.710 1.511 -0.647
C 1.632 0.031 -0.218 -0.931
N -1.268 0.738 -0.949 0.654
N -1.823 1.753 -1.031 -0.251
N 0.505 -1.581 1.094 -0.813
N 0.390 -0.314 0.486 0.495
H -0.978 -1.364 -0.811 0.409
H -1.743 2.507 -3.026 0.356
H -3.250 2.742 -2.041 0.335
H -1.845 3.676 -1.486 0.340
H -0.485 -3.410 0.338 0.340
H 1.021 -2.892 -0.438 0.452
H 0.971 -3.579 1.098 0.323
H -0.410 0.270 2.309 0.325
H 1.245 0.871 2.054 0.337
H 0.001 1.747 1.188 0.374
H 1.814 1.096 -0.592 0.381
H 2.399 -0.104 0.488 0.446
H 1.912 -0.571 -1.079 0.403
H -0.328 -1.557 2.126 0.356
```